48
Properties=species:S:1:pos:R:3:forces:R:3 method="wB97M-V/def2-TZVPD" max_force_ev_per_a=1.7 molar_mass_g_mol=412.5 e_tot_ha=-1939.9810 relative_energy_kj_mol=235.5 smiles="O=C(NCCc1ccccc1)[C@@H](c1cccs1)N(C(=O)c1csnn1)C1CC1" charge=0
H 3.19192 -1.14534 -0.52062 0.031 0.005 -0.019
C 1.67112 -4.10519 -1.09486 -0.023 -0.089 -0.054
H 1.40720 2.82056 2.30071 -0.246 0.027 0.174
H -1.65974 -0.03261 -2.05897 0.097 -0.047 0.329
H -3.93036 3.94843 0.12080 -0.070 0.174 0.041
C -3.72030 2.89402 0.10349 -0.157 0.050 0.061
H 1.69651 -1.20768 1.43059 -0.008 0.067 0.110
O -0.41020 0.96671 1.38438 0.226 0.127 0.136
C -0.13736 -3.09762 2.07161 -0.217 0.018 -0.204
H 2.18272 2.07499 -2.89844 0.090 -0.095 -0.014
H -5.44159 2.09096 1.19333 -0.200 0.079 0.110
H -1.82952 2.92041 -1.01323 0.203 0.066 -0.096
C -2.52271 0.97787 -0.39711 -0.465 0.049 0.027
C 0.10984 1.32518 -3.26250 -0.128 0.009 -0.018
H 0.89890 2.91224 -1.93958 -0.096 0.025 0.092
H 0.16604 -2.36017 2.81781 0.022 -0.051 0.053
C 0.83356 -4.13808 0.00389 0.068 0.033 0.042
H -2.25201 -2.72463 2.40307 0.002 -0.075 -0.071
S 3.68668 2.75126 1.38842 -1.070 -0.161 0.107
H -0.16773 -4.08059 2.54526 0.018 0.013 0.082
C -4.51892 1.95391 0.66596 -0.012 -0.370 -0.031
H -0.88480 1.74401 -3.22894 -0.121 0.035 0.085
C 1.66212 1.57166 0.50010 0.212 0.959 1.301
H 3.17271 -3.00024 -2.15006 0.062 -0.011 -0.065
O -1.64165 -2.31446 -1.20659 -0.017 -0.271 -0.278
C 2.02842 2.41833 1.52818 0.267 -0.070 -0.252
C -1.48443 0.06889 -0.98085 -0.083 -0.314 0.001
N -1.56887 -1.47617 0.89693 0.093 -0.106 0.557
H -1.36060 -0.64224 1.43960 -0.068 -0.051 -0.224
H 1.31790 -0.15812 -2.13314 0.019 0.119 -0.122
C 0.67112 0.70497 -2.01639 0.396 0.036 -0.478
C 0.28693 1.02874 0.37572 -0.125 -0.033 0.078
C -2.58034 2.33378 -0.51319 0.055 -0.311 -0.071
C -1.55734 -1.37911 -0.43866 -0.030 0.482 -0.307
N -0.14164 0.64116 -0.83948 -0.301 0.098 -0.161
C 2.53191 -1.98857 -0.37701 0.139 0.053 -0.094
H 0.16936 -4.97742 0.14940 -0.102 -0.098 0.003
C 1.18276 2.03240 -2.49791 -0.056 -0.102 -0.063
C 0.83011 -3.09525 0.92160 0.081 -0.037 0.165
C -1.54768 -2.75361 1.56687 0.029 -0.189 0.091
N 3.79877 1.77607 0.04446 1.705 0.221 -0.232
C 2.52003 -3.02864 -1.28966 0.066 0.016 -0.079
H 0.35645 0.86506 -4.20623 0.054 -0.093 -0.029
H -1.87605 -3.49876 0.83892 -0.027 0.034 0.152
C 1.68747 -2.02313 0.71939 -0.023 -0.018 0.033
H 1.65861 -4.91902 -1.80471 -0.005 -0.070 -0.060
N 2.71101 1.25451 -0.28518 -0.392 -0.772 -0.667
S -3.88997 0.36600 0.46668 0.106 0.639 -0.137

=====

15
Properties=species:S:1:pos:R:3:forces:R:3 method="wB97M-V/def2-TZVPD" max_force_ev_per_a=4.3 molar_mass_g_mol=167.1 e_tot_ha=-697.5850 relative_energy_kj_mol=424.5 charge=0
H 0.00467 -2.48269 -0.39075 0.454 -0.738 -0.429
C 1.01890 0.65965 2.47500 -2.800 -0.058 -2.736
H 1.60463 0.64345 3.28293 2.142 0.001 2.408
C -0.98026 -0.81508 -0.03408 -2.383 2.335 -2.027
C 0.81810 0.36316 -1.77589 3.198 2.001 0.276
C 0.08545 0.61467 1.69772 -0.434 0.636 0.027
H 0.88586 -1.34184 0.52064 2.085 0.719 0.895
N 0.04718 -1.70266 0.21894 -4.029 -0.092 -1.215
O -1.91954 -0.83567 -0.92534 3.155 -1.211 2.730
F 1.98559 0.55670 -1.03696 -1.631 -0.681 -0.163
C -0.95632 0.47401 0.74680 0.981 -1.597 -0.118
F 0.49184 1.57983 -2.19801 -0.757 -0.592 0.037
H -2.31297 1.32737 -0.37288 0.758 -0.703 1.770
O -1.93147 1.36347 0.56751 -0.025 0.484 -1.242
F 1.15833 -0.40436 -2.77564 -0.715 -0.504 -0.214

=====

14
Properties=species:S:1:pos:R:3:forces:R:3 method="wB97M-V/def2-TZVPD" max_force_ev_per_a=3.6 molar_mass_g_mol=95.1 e_tot_ha=-303.7628 relative_energy_kj_mol=672.5 charge=+1
C -1.74995 -1.82257 -1.12475 0.064 -1.680 -0.335
H -0.30477 2.61361 0.99101 0.792 -0.882 0.209
H -1.37091 1.53693 1.83705 -3.210 -0.620 1.440
H 2.11186 -0.60882 -1.02640 0.978 -0.259 -0.747
C -0.43181 -1.89392 -1.37992 1.299 2.210 -0.517
N -0.99760 -0.32512 0.17073 1.169 3.102 1.470
C -0.40547 1.69496 1.60321 2.450 -1.612 -1.510
N -2.03785 -0.90843 -0.13826 0.022 1.193 1.006
C 0.12425 -0.72989 -0.57137 -1.458 -2.233 -0.691
H 1.56024 0.64176 0.19910 -0.230 -0.301 -0.473
H -2.61564 -2.38216 -1.38345 -0.090 -0.629 -0.804
C 1.31822 -0.17851 -0.48880 -0.089 0.450 1.028
H 0.36396 0.99484 2.06737 -0.941 1.591 -0.667
H 0.19293 -2.33106 -2.17009 -0.756 -0.331 0.590